Record 1
98
Properties=species:S:1:pos:R:3:mulliken_charge:R:1 method="wB97M-V/def2-TZVPD" charge=-2 gap_ev="4.964 / 4.965" e_above_lowest_kj_mol=138.1 lumo_ev="3.7320 / 3.7299" spin_multiplicity=1
K -0.029 0.297 -0.078 1.49
C 4.418 -3.954 1.901 -0.80
C 5.217 -3.331 0.937 -0.60
C 4.652 -2.564 -0.074 0.19
C 3.273 -2.438 -0.095 0.29
C 2.341 -1.693 -0.969 0.04
N 2.739 -1.014 -2.030 -0.34
C 1.915 -0.240 -2.770 -0.44
C 2.317 0.343 -4.056 0.05
C 3.486 0.279 -4.807 -0.08
C 3.530 0.971 -6.007 -0.64
C 2.422 1.706 -6.455 -0.58
C 1.255 1.767 -5.710 -0.18
C 1.215 1.085 -4.500 0.18
C 0.190 0.938 -3.462 -0.53
N -1.001 1.534 -3.515 -0.35
C -1.971 1.310 -2.629 -0.36
N -1.992 0.380 -1.641 -0.62
C -3.158 0.444 -0.989 0.00
N -3.621 -0.388 -0.029 -0.66
C -2.890 -1.340 0.522 -0.19
N -1.554 -1.524 0.428 -0.05
C -1.194 -2.628 1.093 -0.35
N 0.035 -3.125 1.247 -0.54
C 1.083 -2.672 0.551 -0.34
N 1.072 -1.869 -0.521 -0.68
C 2.477 -3.059 0.865 0.21
C 3.035 -3.823 1.877 -0.10
C -2.394 -3.240 1.707 -0.04
C -2.582 -4.376 2.476 -0.10
C -3.875 -4.676 2.888 -0.59
C -4.951 -3.857 2.529 -0.59
C -4.758 -2.721 1.751 -0.01
C -3.466 -2.422 1.352 0.06
C -3.984 1.515 -1.564 0.19
C -5.243 2.016 -1.253 -0.10
C -5.731 3.070 -2.011 -0.60
C -4.977 3.613 -3.063 -0.65
C -3.723 3.111 -3.374 0.00
C -3.232 2.056 -2.613 0.23
N 0.674 0.153 -2.471 -0.17
H 4.889 -4.535 2.686 0.38
H 6.295 -3.439 0.990 0.35
H 5.260 -2.060 -0.814 0.58
H 4.333 -0.296 -4.453 0.53
H 4.430 0.946 -6.610 0.37
H 2.485 2.237 -7.399 0.37
H 0.397 2.336 -6.045 0.50
H 2.405 -4.283 2.627 0.54
H -1.740 -5.001 2.746 0.53
H -4.056 -5.553 3.498 0.38
H -5.949 -4.114 2.865 0.36
H -5.582 -2.081 1.463 0.54
H -5.817 1.591 -0.439 0.52
H -6.708 3.486 -1.789 0.37
H -5.385 4.436 -3.638 0.37
H -3.128 3.525 -4.179 0.54
Br 1.184 3.469 2.844 -0.35
C -0.528 0.461 4.124 -0.95
Br 1.072 0.062 2.921 0.21
H -1.289 -0.030 3.499 0.10
H -0.289 -0.266 4.915 0.20
Br 2.392 4.633 -3.430 -0.20
C 0.941 4.302 -2.256 -0.62
C -0.199 5.080 -2.306 -0.17
C -1.224 4.783 -1.425 -0.74
C -1.058 3.723 -0.547 -0.50
N 0.037 2.969 -0.510 0.26
C 1.024 3.255 -1.354 0.28
H -0.282 5.888 -3.021 0.40
H -2.149 5.344 -1.432 0.40
H -1.847 3.455 0.148 0.48
H 1.914 2.639 -1.298 0.28
C 8.593 -0.624 0.629 -1.86
C 8.025 0.246 1.755 2.09
C 8.867 1.525 1.861 -1.79
C 8.160 -0.544 3.064 -1.81
C 6.563 0.620 1.494 1.15
C 6.036 0.642 0.208 -0.42
C 4.700 0.981 -0.049 -1.10
C 3.915 1.305 1.025 0.41
O 2.593 1.637 1.044 -0.85
B 2.268 1.859 2.441 1.07
O 3.486 1.732 3.200 -0.49
C 4.435 1.334 2.315 0.30
C 5.739 0.994 2.573 -1.08
H 9.602 -0.953 0.892 0.45
H 8.661 -0.082 -0.314 0.36
H 7.974 -1.509 0.465 0.29
H 9.914 1.287 2.077 0.43
H 8.487 2.168 2.656 0.37
H 8.825 2.088 0.927 0.38
H 9.181 -0.921 3.168 0.48
H 7.474 -1.393 3.079 0.34
H 7.948 0.073 3.937 0.33
H 6.652 0.358 -0.634 0.25
H 4.293 0.938 -1.049 0.48
H 6.096 1.011 3.594 0.27

---

Record 2
102
Properties=species:S:1:pos:R:3:mulliken_charge:R:1 method="wB97M-V/def2-TZVPD" charge=+1 gap_ev=6.439 e_above_lowest_kj_mol=118.5 lumo_ev=-3.6118 spin_multiplicity=1
Pb 0.703 0.319 -2.728 1.47
C 3.411 2.367 0.545 -1.25
C 2.591 2.041 -0.529 -0.67
N 1.871 0.929 -0.516 1.16
C 1.930 0.132 0.554 -0.50
C 2.705 0.512 1.642 0.01
N 3.453 1.612 1.629 -0.52
C 1.195 -1.168 0.497 -0.21
C 1.295 -2.082 1.539 -0.96
C 0.637 -3.300 1.446 0.05
C -0.102 -3.552 0.298 -0.71
C -0.169 -2.591 -0.701 0.02
N 0.473 -1.420 -0.600 1.48
C -0.955 -2.861 -1.944 -0.04
C -1.883 -3.900 -2.019 -0.55
N -2.532 -4.194 -3.137 -0.55
C -2.285 -3.432 -4.195 -0.61
C -1.413 -2.356 -4.120 -0.38
N -0.749 -2.080 -3.004 0.42
C 0.731 -4.303 2.531 0.23
C 1.929 -4.530 3.198 -0.51
C 1.961 -5.480 4.208 -0.44
N 0.900 -6.186 4.587 -0.59
C -0.244 -5.964 3.946 -0.42
C -0.379 -5.045 2.917 -0.61
H 4.042 3.246 0.512 0.52
H 2.550 2.651 -1.422 0.79
H 2.744 -0.072 2.552 0.55
H 1.880 -1.863 2.419 0.80
H -0.578 -4.514 0.177 0.85
H -2.128 -4.504 -1.155 0.39
H -2.796 -3.674 -5.119 0.43
H -1.247 -1.706 -4.973 0.41
H 2.835 -4.004 2.923 0.49
H 2.886 -5.683 4.735 0.38
H -1.098 -6.548 4.271 0.38
H -1.343 -4.900 2.445 0.51
C 2.393 0.620 7.622 -0.94
O 2.637 1.014 6.280 -0.43
C 1.914 2.045 5.786 0.77
C 2.261 2.461 4.497 -0.69
C 1.573 3.486 3.882 0.11
C 0.541 4.129 4.566 -0.96
C 0.243 3.757 5.868 -0.08
C 0.897 2.695 6.477 -0.70
N -0.195 5.262 4.091 -0.39
N -0.561 5.431 2.924 -0.54
C -0.392 4.501 1.827 0.29
C 0.029 5.083 0.652 -0.51
C 0.075 4.399 -0.566 -1.23
C -0.423 3.110 -0.681 0.31
O -0.455 2.406 -1.774 0.24
C -0.930 2.525 0.521 -0.19
N -1.472 1.259 0.431 0.13
C -1.710 0.545 1.517 0.05
C -1.611 1.106 2.790 -1.62
C -1.281 2.427 2.913 -0.82
C -0.864 3.168 1.784 0.95
H 3.084 -0.191 7.827 0.24
H 1.368 0.266 7.752 0.37
H 2.586 1.444 8.313 0.38
H 3.086 1.972 3.999 0.83
H 1.858 3.804 2.888 0.56
H -0.514 4.315 6.405 0.44
H 0.634 2.416 7.487 0.46
H 0.331 6.123 0.689 0.46
H 0.474 4.880 -1.450 0.58
H -2.008 -0.474 1.369 0.33
H -1.852 0.499 3.650 0.59
H -1.299 2.892 3.888 0.73
Se -1.615 3.188 -4.454 0.29
N -0.611 1.735 -4.706 -0.25
C -0.560 1.506 -6.004 0.65
C 0.178 0.446 -6.626 -0.38
C 0.124 0.326 -7.972 -0.79
C -0.645 1.228 -8.789 -0.56
C -1.343 2.251 -8.249 -0.67
C -1.321 2.423 -6.825 0.67
N -1.959 3.377 -6.178 -0.81
H 0.795 -0.213 -6.024 0.50
H 0.685 -0.460 -8.462 0.43
H -0.643 1.081 -9.860 0.39
H -1.913 2.946 -8.850 0.46
Cl 2.898 -1.685 -3.773 -0.13
C 4.189 -0.699 -2.998 0.10
Cl 4.428 -1.281 -1.337 -0.10
C 3.906 0.836 -2.981 0.32
O 4.825 1.503 -2.545 -0.64
O 2.764 1.234 -3.384 -0.68
H 5.099 -0.904 -3.550 0.47
Se -2.176 0.720 -1.285 0.18
C -3.453 -0.720 -0.934 1.17
C -3.815 -1.563 0.110 0.01
C -4.767 -2.560 -0.094 -0.97
C -5.365 -2.737 -1.328 -0.51
C -5.011 -1.897 -2.375 -0.76
C -4.071 -0.903 -2.176 -1.14
H -3.413 -1.490 1.106 0.65
H -5.042 -3.195 0.739 0.43
H -6.103 -3.514 -1.474 0.41
H -5.472 -2.009 -3.347 0.46
H -3.826 -0.248 -3.011 0.28

---

Record 3
103
Properties=species:S:1:pos:R:3:mulliken_spin:R:1 method="wB97M-V/def2-TZVPD" charge=+1 gap_ev="6.695 / 5.994" e_above_lowest_kj_mol=117.1 lumo_ev="-3.0385 / -4.9286" spin_multiplicity=6
Ru 0.609 -0.767 0.891 2.61
C 1.690 -4.462 3.362 0.01
C 1.630 -3.378 2.340 0.04
N 1.087 -2.253 2.513 0.04
N 0.503 -1.999 3.756 0.04
C 0.114 -0.757 3.752 0.02
O 0.168 -0.006 2.608 0.01
C -0.320 0.025 4.936 0.00
C -0.325 -0.593 6.208 -0.01
C -0.560 0.169 7.339 0.00
C -0.910 1.496 7.220 0.00
C -0.892 2.079 5.952 0.00
C -0.575 1.371 4.815 0.01
C 2.401 -3.569 1.021 0.01
C 2.833 -4.867 0.792 0.00
C 3.726 -5.062 -0.273 0.00
C 3.979 -3.952 -1.116 0.01
C 3.297 -2.757 -0.878 0.03
N 2.539 -2.508 0.183 0.05
H 0.769 -4.987 3.204 0.00
H 1.699 -4.071 4.433 0.00
H 2.562 -5.070 3.234 0.00
H 0.048 -1.613 6.294 0.00
H -0.465 -0.331 8.343 0.00
H -1.202 2.111 8.055 0.00
H -1.068 3.169 5.868 0.00
H -0.505 1.824 3.867 0.00
H 2.658 -5.776 1.336 0.00
H 4.246 -5.935 -0.427 0.00
H 4.713 -4.034 -1.927 0.00
H 3.412 -1.979 -1.637 -0.01
S -1.356 -2.241 0.388 0.58
C -1.068 -2.233 -1.308 -0.04
N -2.057 -2.860 -2.037 0.45
N -1.897 -3.054 -3.386 0.33
C -0.858 -3.253 -4.329 -0.05
C 0.287 -3.918 -3.922 0.09
C 1.137 -4.397 -4.909 -0.04
C 0.932 -4.104 -6.278 0.08
C -0.213 -3.324 -6.634 -0.03
C -1.106 -2.913 -5.662 0.07
N -0.071 -1.576 -1.892 0.27
N 0.782 -0.900 -1.133 0.36
C 1.831 -0.257 -1.882 -0.21
C 2.675 0.647 -1.248 0.12
C 3.709 1.187 -1.968 -0.04
C 3.971 0.891 -3.326 0.09
C 3.089 0.020 -3.935 -0.05
C 1.991 -0.457 -3.255 0.14
H -2.818 -3.171 -3.769 -0.02
H 0.485 -4.182 -2.854 -0.01
H 1.955 -5.063 -4.636 0.00
H 1.535 -4.534 -7.008 0.01
H -0.328 -2.943 -7.635 0.00
H -1.990 -2.374 -5.835 0.00
H 2.563 0.865 -0.207 -0.02
H 4.326 1.989 -1.517 0.00
H 4.751 1.402 -3.819 0.01
H 3.148 -0.258 -4.949 0.00
H 1.234 -1.093 -3.731 0.02
F 0.273 2.613 -6.286 0.00
C -0.800 2.095 -5.718 0.00
F -1.099 1.015 -6.402 0.00
F -1.783 2.993 -5.910 0.00
C -0.675 1.901 -4.221 0.00
C 0.166 2.634 -3.412 0.01
C 0.117 2.510 -2.026 0.00
C -0.786 1.595 -1.489 0.04
C -1.649 0.853 -2.331 0.01
C -1.589 1.038 -3.672 0.02
P -0.618 1.215 0.266 -0.04
C -2.404 1.066 0.849 -0.04
C -2.788 0.484 2.093 0.02
C -4.091 0.588 2.556 0.00
C -4.985 1.398 1.859 0.00
C -4.611 2.022 0.678 0.00
C -3.335 1.855 0.217 0.01
C -6.195 1.955 2.448 0.00
F -6.619 1.210 3.481 0.00
F -5.953 3.160 2.948 0.00
F -7.180 2.069 1.503 0.00
C -0.041 2.682 1.200 0.04
C 1.261 2.675 1.736 0.01
C 1.685 3.753 2.484 0.01
C 0.859 4.857 2.668 0.00
C -0.455 4.844 2.262 0.00
C -0.918 3.748 1.509 -0.01
C 1.371 5.975 3.519 0.00
F 2.527 5.597 4.162 0.00
F 1.624 7.070 2.804 0.00
F 0.499 6.234 4.502 0.00
H 0.945 3.269 -3.853 0.00
H 0.806 3.085 -1.373 0.00
H -2.271 0.125 -1.897 -0.03
H -2.268 0.499 -4.322 0.00
H -2.105 -0.156 2.587 0.00
H -4.455 0.084 3.486 0.00
H -5.317 2.704 0.140 0.00
H -3.113 2.317 -0.716 0.00
H 1.857 1.793 1.630 0.02
H 2.720 3.765 2.855 0.00
H -1.149 5.603 2.639 0.00
H -1.959 3.796 1.158 0.00

---

Record 4
106
Properties=species:S:1:pos:R:3:mulliken_charge:R:1 method="wB97M-V/def2-TZVPD" charge=-2 gap_ev=5.415 e_above_lowest_kj_mol=239.4 lumo_ev=2.8615 spin_multiplicity=1
Ti 1.463 -0.018 -0.338 1.64
O 3.017 0.908 0.128 -0.71
C 3.406 2.169 -0.061 0.44
C 4.536 2.389 -0.856 -0.44
C 5.047 3.659 -1.031 -0.55
C 4.459 4.746 -0.397 -0.86
C 3.348 4.536 0.401 -0.46
C 2.794 3.269 0.573 -0.42
C 1.592 3.171 1.437 0.23
N 0.481 2.690 1.046 0.14
C -0.537 2.569 2.062 -1.02
C 0.608 3.367 3.599 -0.82
N 1.753 3.651 2.746 -0.04
H 4.976 1.528 -1.343 0.46
H 5.908 3.804 -1.675 0.39
H 4.846 5.747 -0.540 0.36
H 2.859 5.375 0.882 0.40
H -1.441 2.133 1.647 0.40
H 0.793 3.688 4.624 0.56
H 2.667 3.484 3.143 0.43
S 2.751 -1.053 -2.165 -0.94
C 1.981 -2.250 -3.213 0.15
C 2.816 -3.336 -3.538 -0.75
C 2.447 -4.297 -4.457 -0.62
C 1.209 -4.216 -5.087 -0.79
C 0.367 -3.168 -4.757 -0.02
C 0.720 -2.190 -3.825 -0.33
As -0.527 -0.739 -3.392 1.30
C -2.114 -1.805 -2.889 0.76
C -2.189 -3.193 -2.788 -0.86
C -3.327 -3.812 -2.285 -0.75
C -4.407 -3.055 -1.852 -0.50
C -4.336 -1.671 -1.923 -1.18
C -3.200 -1.055 -2.433 -0.07
C -1.047 -0.264 -5.228 0.38
C -2.322 0.224 -5.499 -0.54
C -2.657 0.679 -6.766 -0.65
C -1.714 0.673 -7.783 -0.42
C -0.430 0.219 -7.516 -0.71
C -0.101 -0.242 -6.250 -0.30
H 3.778 -3.399 -3.046 0.42
H 3.125 -5.113 -4.680 0.35
H 0.901 -4.956 -5.815 0.36
H -0.598 -3.091 -5.247 0.51
H -1.346 -3.805 -3.082 0.32
H -3.356 -4.894 -2.214 0.55
H -5.291 -3.540 -1.452 0.39
H -5.161 -1.063 -1.568 0.40
H -3.132 0.030 -2.436 0.18
H -3.068 0.263 -4.713 0.22
H -3.658 1.051 -6.953 0.38
H -1.972 1.035 -8.772 0.34
H 0.325 0.229 -8.294 0.37
H 0.910 -0.580 -6.055 0.44
O 1.734 -3.086 2.470 -0.84
C 1.596 -1.907 2.176 0.21
O 1.986 -1.364 1.073 0.02
C 0.914 -0.978 3.204 -0.38
P 1.471 0.744 2.920 1.39
C 0.103 1.895 3.360 1.99
C -0.877 1.401 4.370 -1.51
C -1.964 2.012 4.855 -0.69
C -2.450 3.336 4.490 -0.83
C -1.865 4.162 3.621 -1.15
C -0.625 3.912 2.838 0.44
C 2.656 0.995 4.301 0.14
C 2.330 1.491 5.565 -0.25
C 3.313 1.699 6.523 -0.79
C 4.638 1.398 6.237 -0.50
C 4.975 0.898 4.987 -0.68
C 3.994 0.712 4.024 -0.55
H 1.105 -1.365 4.205 0.69
H -0.161 -1.036 3.018 0.24
H -0.681 0.405 4.758 0.37
H -2.556 1.470 5.585 0.39
H -3.376 3.653 4.958 0.36
H -2.359 5.108 3.424 0.33
H -0.395 4.772 2.211 0.58
H 1.297 1.718 5.804 0.37
H 3.043 2.092 7.496 0.42
H 5.407 1.563 6.983 0.35
H 6.007 0.668 4.752 0.41
H 4.259 0.354 3.034 0.43
O 0.086 -1.800 -0.761 -0.90
C -0.661 -1.295 0.094 0.74
O -0.423 -0.141 0.564 0.01
C -1.840 -2.047 0.619 0.42
C -1.936 -3.410 0.376 -0.57
C -3.030 -4.089 0.886 -0.83
C -4.031 -3.475 1.612 -0.52
C -3.893 -2.115 1.820 -0.42
C -2.819 -1.382 1.346 -0.21
N -4.950 -1.423 2.580 1.11
O -4.815 -0.239 2.788 -0.63
O -5.910 -2.080 2.939 -0.69
N -3.165 -5.530 0.611 1.14
O -4.110 -6.113 1.110 -0.70
O -2.390 -6.030 -0.172 -0.60
H -1.170 -3.910 -0.198 0.77
H -4.877 -4.024 1.988 0.62
H -2.735 -0.319 1.527 0.76
O 0.940 1.330 -1.400 -0.45
S 0.308 2.535 -2.290 1.27
O 0.651 2.158 -3.643 -0.60
O 0.935 3.734 -1.793 -0.69
S -1.639 2.466 -1.923 -0.51

---

Record-wise M values, in u: 1058.48; 1264.90; 1060.95; 1110.80
Record-wise max |F| values, in Eh/bohr: 0.033; 0.009; 0.075; 0.026
Record-wise E values, in Ha: -10839.92158; -8668.69149; -4041.58729; -7593.88906